[1]
Density functional theory data (ωB97M-V/def2-TZVPD) for C7H14 in the gas phase.

Atoms and positions in Å:
C1 0.6399 0.3248 -1.4877
C2 -0.2344 -0.5993 -0.6278
C3 0.3636 -1.7712 0.0830
C4 1.8389 -1.7801 0.1702
C5 -1.0036 0.1465 0.5168
C6 -0.0612 0.8041 1.5298
C7 -1.9910 1.1716 -0.0424
H1 0.0270 1.0584 -2.0231
H2 1.1893 -0.2508 -2.2419
H3 1.3781 0.8797 -0.8988
H4 -1.0350 -1.0103 -1.2626
H5 -1.5759 -0.6265 1.0430
H6 2.0815 -2.4249 -0.6978
H7 2.2012 -2.3322 1.0439
H8 2.3991 -0.8419 0.0385
H9 -0.6373 1.2611 2.3421
H10 0.5365 1.5981 1.0661
H11 0.6286 0.0813 1.9809
H12 -2.6616 0.7194 -0.7818
H13 -2.6079 1.5777 0.7677
H14 -1.4761 2.0146 -0.5182

Calculated values
**Charge**: 0
**Gap between HOMO and LUMO**: 8.46 eV
**Lowest unoccupied orbital energy**: 0.50 eV
**Relative energy (zero: lowest compared OMol25 entry of this formula, charge and spin)**: 3.614 eV

=====

[2]
Density functional theory data (ωB97M-V/def2-TZVPD) for 8 unconnected molecules or ions with the total composition C16H48O8.

Atoms and positions in Å:
C1 -0.3820 -0.7993 -0.0017
C2 -0.4323 0.1762 -1.1761
O1 -1.1164 1.3408 -0.8232
H1 0.0984 -0.2920 0.8349
H2 0.2715 -1.6431 -0.2233
H3 -1.3832 -1.1392 0.2632
H4 -0.9721 -0.3222 -1.9812
H5 0.5646 0.4217 -1.5423
H6 -1.0722 1.9222 -1.5858
C3 -7.5655 -0.3390 0.7341
C4 -6.3840 0.3956 0.0808
O2 -5.4616 0.7933 1.0909
H7 -8.1613 -0.8731 -0.0060
H8 -8.2616 0.3004 1.2768
H9 -7.1884 -1.0514 1.4679
H10 -6.6935 1.2793 -0.4773
H11 -5.8977 -0.3158 -0.5866
H12 -4.6806 1.0416 0.5909
C5 2.9836 5.3841 -3.5144
C6 3.1043 6.8328 -3.9506
O3 1.8135 7.4059 -4.0973
H13 3.9717 4.9239 -3.5227
H14 2.2558 4.8464 -4.1221
H15 2.6282 5.3656 -2.4841
H16 3.5986 6.9673 -4.9128
H17 3.6195 7.3830 -3.1632
H18 2.0103 8.2686 -4.4697
C7 2.0238 -3.2694 7.7990
C8 1.9876 -1.7959 7.3811
O4 3.2402 -1.1832 7.6042
H19 1.1347 -3.8312 7.5126
H20 2.1509 -3.3861 8.8753
H21 2.9082 -3.7923 7.4351
H22 1.1939 -1.3201 7.9572
H23 1.7157 -1.6808 6.3319
H24 3.3968 -0.5386 6.9102
C9 -3.2688 3.5193 -5.5273
C10 -2.5182 4.8691 -5.3564
O5 -2.1236 5.0517 -3.9785
H25 -2.6301 2.6450 -5.4020
H26 -3.6776 3.5016 -6.5377
H27 -4.1271 3.4466 -4.8594
H28 -3.2025 5.6914 -5.5658
H29 -1.6501 4.9634 -6.0088
H30 -1.4278 5.7065 -4.0713
C11 5.4092 -2.8065 2.9066
C12 6.2568 -3.7342 3.8322
O6 7.2924 -4.2656 2.9901
H31 5.9665 -2.0483 2.3565
H32 4.7065 -2.2738 3.5474
H33 4.9044 -3.3311 2.0955
H34 5.6088 -4.4889 4.2779
H35 6.7052 -3.2434 4.6960
H36 7.8097 -4.8712 3.5260
C13 -3.5733 -3.5541 5.1589
C14 -4.4220 -4.1678 6.2836
O7 -4.2188 -5.5312 6.2057
H37 -3.6151 -2.4661 5.1075
H38 -3.9863 -3.8403 4.1916
H39 -2.5050 -3.7690 5.1310
H40 -5.4974 -3.9944 6.2446
H41 -4.1466 -3.7750 7.2624
H42 -5.1098 -5.8887 6.1983
C15 2.6062 -0.6141 -6.4673
C16 3.3291 -0.9852 -7.7585
O8 2.3506 -1.4202 -8.6772
H43 2.0279 -1.4231 -6.0211
H44 1.9122 0.2070 -6.6472
H45 3.3115 -0.2447 -5.7228
H46 3.9535 -1.8676 -7.6178
H47 3.9215 -0.2091 -8.2431
H48 2.6089 -2.2640 -9.0553

Calculated values
**Charge**: 0
**Gap between HOMO and LUMO**: 10.52 eV
**SMILES**: CCO.CCO.CCO.CCO.CCO.CCO.CCO.CCO
**Lowest unoccupied orbital energy**: 0.40 eV
**Relative energy (zero: lowest compared OMol25 entry of this formula, charge and spin)**: 3.662 eV

=====

[3]
Density functional theory data (ωB97M-V/def2-TZVPD) for C2H2N4O2 in the gas phase.

Atoms and positions in Å:
O1 1.8550 -1.1426 0.5734
C1 1.1927 -0.5656 -0.3525
O2 1.5527 -0.1464 -1.5289
N1 -0.0346 0.0011 -0.0865
N2 -0.5987 -0.4607 1.0324
C2 -1.7246 0.2845 0.9671
N3 -1.6806 1.2904 -0.0080
N4 -0.6131 1.0278 -0.6950
H1 2.5373 -0.5373 -1.5639
H2 -2.4860 0.2487 1.6618

Calculated values
**Charge**: 0
**Gap between HOMO and LUMO**: 11.00 eV
**SMILES**: O=C(O)n1ncnn1
**Lowest unoccupied orbital energy**: -0.29 eV
**Relative energy (zero: lowest compared OMol25 entry of this formula, charge and spin)**: 3.182 eV

=====

[4]
Density functional theory data (ωB97M-V/def2-TZVPD) for 3 unconnected molecules or ions with the total composition C3H13NO2.

Atoms and positions in Å:
C1 0.6864 -0.1147 -0.8571
N1 0.8494 0.2325 0.5299
C2 0.8430 1.6830 0.6761
C3 2.0968 -0.3047 0.9827
H1 -0.2006 0.4700 -1.2721
H2 1.5541 0.0937 -1.5335
H3 0.4152 -1.2804 -1.0080
H4 0.9878 1.9584 1.7638
H5 -0.1788 2.0920 0.4618
H6 1.4485 2.2365 0.0607
H7 2.1692 -0.1047 2.0507
H8 1.9695 -1.3930 0.9533
H9 3.0483 -0.0899 0.2549
O1 -1.9552 -0.8613 -2.5099
H10 -2.4977 -0.5191 -1.7776
H11 -2.4895 -1.5570 -2.9419
O2 -1.8761 -0.4968 1.3702
H12 -2.2476 -0.2202 2.2751
H13 -1.0302 -0.0299 1.3104

Calculated values
**Charge**: 0
**Gap between HOMO and LUMO**: 10.00 eV
**SMILES**: CN(C)C.O.O
**Lowest unoccupied orbital energy**: 0.85 eV
**Relative energy (zero: lowest compared OMol25 entry of this formula, charge and spin)**: 1.715 eV

=====

[5]
Density functional theory data (ωB97M-V/def2-TZVPD) for a molecular structure, C7H18N3Ti.

Atoms and positions in Å:
C1 3.7732 0.5080 -0.7441
Ti1 -0.2839 -0.9791 -0.7427
N1 -0.6600 -3.0328 -0.3568
N2 0.0073 0.0795 -2.7236
H1 -1.6244 -2.8266 -0.0483
H2 4.6494 -0.2089 -0.8341
H3 3.8593 1.1793 0.1439
H4 2.7437 0.0512 -0.7141
H5 3.8824 1.3546 -1.4913
H6 -0.8934 0.4428 -2.9439
H7 0.2150 -0.4941 -3.6017
H8 0.6172 0.8969 -2.8289
H9 -0.6245 -3.6347 -1.2113
H10 -0.1007 -3.4024 0.4318
C2 -2.4909 1.4413 -0.7261
C3 -1.9698 1.0397 0.5871
C4 -2.1217 1.4403 1.8898
C5 -1.1200 0.8682 2.6935
C6 -0.3303 0.0801 1.8384
C7 0.9675 -0.5946 1.9879
N3 -0.9336 0.1708 0.5981
H11 -3.2740 2.2122 -0.6271
H12 -2.9390 0.6129 -1.3193
H13 -1.6833 1.9079 -1.3282
H14 -2.8405 2.1536 2.2321
H15 -0.9176 1.0562 3.7345
H16 1.7546 0.1613 2.2552
H17 0.9824 -1.3598 2.8166
H18 1.3554 -1.1238 1.0325

Calculated values
**Charge**: -1
**Gap between HOMO and LUMO (spin up / spin down)**: 3.24 / 2.95 eV
**Multiplicity**: 3
**Lowest unoccupied orbital energy (spin up / spin down)**: 2.84 / 2.86 eV

=====

Q: Look up the charge of the fifth one.
A: -1

=====

Q: Among the records above, which one has the lowest charge?
A: C7H18N3Ti

=====

Q: Which value of charge does entry 1 give?
A: 0

=====

Q: Look up the charge of the third one.
A: 0